# 1
Computed, not measured: the ion C3HNOS3 with charge -2 at a distorted geometry, with ωB97M-V/def2-TZVPD.

```
! RIJCOSX wB97M-V def2-TZVPD def2/J DEFGRID3
* xyz -2 1
O -0.760 -1.487 -0.512
N -0.254 -0.341 -0.129
C -0.608 0.592 0.745
S 0.400 1.982 0.709
C -1.675 0.527 1.669
C -2.350 0.079 2.699
S -2.816 -0.978 3.860
S -2.785 1.880 2.321
H 0.619 -0.073 -0.604
*
```

The LUMO energy (spin up / spin down) is 5.63 / 5.63 eV. The SMILES is [O-]NC(=S)C1=C([S-])S1. The total energy comes out at -1439.362087 hartree. The calculation puts the energy relative to the best compared isomer or geometry (same formula, charge and spin) at 3.868 eV.

# 2
Computed, not measured: a cluster of 2 separate species, C3HO3 in total at a distorted geometry, with ωB97M-V/def2-TZVPD.

```
! RIJCOSX wB97M-V def2-TZVPD def2/J DEFGRID3
* xyz -1 1
C 0.364 0.589 0.340
C 1.811 0.045 -0.150
C -0.660 1.110 0.626
O -3.326 -0.894 -0.279
O 2.624 0.913 -0.176
O 1.644 -1.144 -0.243
H -2.457 -0.620 -0.119
*
```

The LUMO energy (spin up / spin down) is 1.45 / 1.21 eV. The total energy comes out at -340.430291 hartree. The calculation puts the energy relative to the best compared isomer or geometry (same formula, charge and spin) at 6.864 eV.